Entry 1:
A cluster of 2 separate species, C3H10N2O2 in total at a distorted geometry, computed with ωB97M-V/def2-TZVPD.

```
17
Properties=species:S:1:pos:R:3:forces:R:3:mulliken_charge:R:1
O -0.874 -2.692 1.293 2.5 2.2 -1.1 -0.599
O -3.015 -0.320 -0.660 0.2 0.1 0.4 -0.695
N -0.137 -1.009 -0.026 -2.5 0.8 -0.6 0.268
N 1.844 2.201 0.028 0.7 -0.8 2.3 -0.615
C 0.078 -2.042 0.749 -1.9 -5.1 0.5 0.030
C 0.647 0.051 -0.482 3.0 0.9 -0.3 -0.477
C 0.645 1.345 0.325 0.6 0.7 -1.5 -0.581
H -2.852 -1.095 -0.095 -0.4 0.1 -0.5 0.345
H -2.951 -0.557 -1.589 -0.1 -0.4 0.1 0.320
H 0.972 -2.641 0.450 0.6 0.8 1.4 0.320
H 1.728 -0.227 -0.578 -0.7 -0.2 0.0 0.329
H -1.097 -1.059 -0.374 0.4 1.0 0.5 -0.051
H 1.659 3.164 0.523 1.1 -2.7 -1.0 0.265
H 2.681 1.604 0.488 -2.2 2.6 -1.1 0.262
H -0.223 1.928 0.085 -0.6 0.3 -0.1 0.381
H 0.570 1.019 1.302 -0.1 -0.2 2.5 0.309
H 0.326 0.329 -1.440 -0.3 0.0 -1.7 0.189
```
Positions in Å, forces in eV/Å.

The largest force on an atom comes out at 5.5 eV/A. Its energy relative to the best compared isomer or geometry (same formula, charge and spin) is 262.3 kJ/mol. The SMILES is NCCNC=O.O. For the gap between HOMO and LUMO, the calculation gives 10.3 eV. Its lowest unoccupied orbital energy is 0.63 eV.

Entry 2:
A cluster of 2 separate species, C3H10N2O2 in total at a distorted geometry, computed with ωB97M-V/def2-TZVPD.

```
17
Properties=species:S:1:pos:R:3:forces:R:3:mulliken_charge:R:1
O -0.979 1.702 1.081 1.2 -0.9 -2.0 -0.280
O -2.354 1.349 0.950 0.1 -0.1 -0.2 -0.369
N -0.899 1.395 -1.284 -0.5 0.2 0.5 -0.845
N 0.312 -0.514 0.325 -0.3 -0.8 0.9 -0.139
C -0.243 1.443 -0.203 -1.3 1.8 1.3 0.340
C -0.203 -1.530 -0.591 0.0 0.4 0.3 -0.980
C 1.697 -0.754 0.718 -0.3 0.1 0.0 -0.986
H 0.736 1.884 -0.013 0.1 -0.3 0.0 0.408
H -1.252 -1.317 -0.784 0.0 0.0 -0.2 0.297
H 1.987 -0.015 1.463 0.1 0.1 0.0 0.331
H -0.420 1.758 -2.096 0.2 -0.4 0.0 0.203
H -0.294 -0.461 1.154 0.4 -0.1 -0.4 0.314
H 2.331 -0.656 -0.163 0.1 0.0 0.0 0.334
H 0.362 -1.467 -1.521 -0.1 -0.1 -0.1 0.340
H -2.504 1.475 -0.012 0.1 0.1 -0.1 0.350
H -0.113 -2.541 -0.177 0.0 0.0 -0.1 0.351
H 1.837 -1.751 1.153 0.1 0.0 -0.1 0.329
```
Positions in Å, forces in eV/Å.

The largest force on an atom comes out at 2.6 eV/A. Its energy relative to the best compared isomer or geometry (same formula, charge and spin) is 515.1 kJ/mol. The SMILES is [H]/N=C/OO.CNC. For the gap between HOMO and LUMO, the calculation gives 9.8 eV. Its lowest unoccupied orbital energy is 0.82 eV.

Entry 3:
A structure of composition C3H10N2O2 at a distorted geometry, computed with ωB97M-V/def2-TZVPD.

```
17
Properties=species:S:1:pos:R:3:forces:R:3:mulliken_charge:R:1
O -2.686 -0.629 -0.513 2.4 2.6 2.1 -0.524
O 2.131 0.121 1.304 -1.1 0.2 1.0 -0.713
N 0.410 -0.090 -0.519 -3.3 -0.7 1.3 0.050
N -2.253 0.646 1.490 1.2 -1.0 -2.5 -0.615
C 0.226 -1.507 -0.255 -0.5 -2.6 -1.5 -0.791
C -0.705 0.830 -0.431 1.6 2.0 1.1 -0.390
C -2.036 0.226 0.228 -2.3 -2.4 0.4 0.519
H 1.921 0.246 2.275 0.2 -0.2 -1.6 0.278
H 2.604 1.067 -2.005 1.4 1.1 0.3 -0.146
H -3.159 0.251 1.746 -0.3 0.4 -0.1 0.294
H 3.204 1.576 -1.857 -1.4 -1.1 -0.3 0.149
H -0.290 1.715 0.307 -1.2 -1.8 -2.4 0.294
H -1.028 1.166 -1.434 0.0 -0.1 0.4 0.297
H 1.167 -2.111 -0.269 -0.2 1.3 0.3 0.327
H -0.360 -2.053 -1.063 0.1 1.1 1.3 0.315
H 1.056 0.182 0.204 3.3 1.0 1.5 0.337
H -0.202 -1.634 0.792 0.2 0.1 -1.4 0.322
```
Positions in Å, forces in eV/Å.

The largest force on an atom comes out at 4.1 eV/A. Its energy relative to the best compared isomer or geometry (same formula, charge and spin) is 971.4 kJ/mol. For the gap between HOMO and LUMO, the calculation gives 4.2 eV. Its lowest unoccupied orbital energy is -5.10 eV.

Entry 4:
An isolated molecule of C3H10N2O2Si at a distorted geometry, computed with ωB97M-V/def2-TZVPD.

```
18
Properties=species:S:1:pos:R:3:forces:R:3:mulliken_charge:R:1
Si 0.237 0.272 1.015 -1.8 0.8 0.7 0.231
O 1.107 -0.525 2.098 0.6 -0.7 0.2 -0.148
O -1.331 -0.216 1.332 1.4 -0.7 0.9 -0.235
N 1.153 -0.430 3.492 0.0 0.3 1.9 -0.425
N -2.493 0.378 0.854 0.6 2.7 1.8 -0.439
C 0.666 -0.366 -0.633 1.6 -0.7 -0.7 -0.208
C 0.575 0.434 -1.688 -1.1 -1.0 -0.9 0.019
C 0.617 -0.077 -3.107 -1.5 -1.1 -1.0 -1.163
H 0.229 1.438 -1.564 0.0 0.8 0.0 0.298
H 1.055 -1.395 -0.902 -0.7 1.0 0.9 0.297
H 0.503 0.745 -3.846 0.4 -0.7 0.3 0.298
H -2.879 -0.301 0.325 -1.9 -2.9 -2.1 0.246
H 0.419 0.169 3.909 0.2 -0.2 -1.0 0.251
H 0.960 -1.355 3.896 0.1 0.2 -0.7 0.236
H 1.441 -0.754 -3.298 0.9 0.6 -0.1 0.338
H -2.218 1.066 0.186 0.2 1.0 -0.6 0.248
H 0.152 1.801 1.310 0.4 -1.0 -0.7 -0.113
H -0.192 -0.884 -3.379 0.7 1.9 0.9 0.269
```
Positions in Å, forces in eV/Å.

The largest force on an atom comes out at 4.0 eV/A. Its energy relative to the best compared isomer or geometry (same formula, charge and spin) is 371.4 kJ/mol. The SMILES is C/C=C/[SiH](ON)ON. For the gap between HOMO and LUMO, the calculation gives 9.9 eV. Its lowest unoccupied orbital energy is 0.83 eV.

Entry 5:
An isolated molecule of C3H10N2O3 at a distorted geometry, computed with ωB97M-V/def2-TZVPD.

```
18
Properties=species:S:1:pos:R:3:forces:R:3:mulliken_charge:R:1
O -2.652 -0.273 0.544 2.2 -0.7 1.1 -0.488
O 1.511 1.518 -0.638 -0.4 0.3 0.5 -0.441
O -0.942 0.200 2.203 -0.1 -0.3 -0.9 -0.372
N -1.092 -0.483 0.979 -3.2 0.3 -0.1 -0.146
N 0.976 0.621 0.353 -2.0 -0.3 -0.9 -0.224
C -0.591 0.294 -0.117 3.9 0.9 -0.1 0.583
C 1.863 -0.538 0.309 0.1 -0.2 0.0 -0.871
C -0.649 -0.423 -1.455 -0.1 -0.1 0.1 -1.595
H -2.961 -1.192 0.598 0.1 0.3 0.1 0.330
H -1.015 1.301 -0.162 -0.1 -0.1 0.1 0.408
H 0.058 0.025 -2.161 -0.1 0.1 0.2 0.374
H 1.998 -0.931 -0.705 -0.1 0.0 0.0 0.323
H -0.294 0.913 2.031 -0.2 -0.2 -0.2 0.444
H 1.492 2.375 -0.177 0.1 -0.4 -0.3 0.325
H -0.394 -1.482 -1.353 -0.1 0.1 0.1 0.382
H -1.649 -0.345 -1.890 0.1 0.0 0.2 0.365
H 1.488 -1.332 0.959 -0.2 0.2 -0.1 0.309
H 2.852 -0.248 0.683 -0.2 0.1 -0.1 0.294
```
Positions in Å, forces in eV/Å.

The largest force on an atom comes out at 4.0 eV/A. Its energy relative to the best compared isomer or geometry (same formula, charge and spin) is 605.0 kJ/mol. The SMILES is C[C@H](N(C)O)N(O)O. For the gap between HOMO and LUMO, the calculation gives 10.3 eV. Its lowest unoccupied orbital energy is 0.81 eV.

Entry 6:
A cluster of 2 separate species, C3H10N2O3 in total at a distorted geometry, computed with ωB97M-V/def2-TZVPD.

```
18
Properties=species:S:1:pos:R:3:forces:R:3:mulliken_charge:R:1
O -1.710 0.554 -0.837 -0.7 -0.8 -0.7 -0.431
O -0.376 -1.012 -1.669 0.8 -1.0 -0.6 -0.310
O 2.461 -0.690 2.362 0.1 0.0 0.1 -0.497
N 0.275 1.491 0.439 -0.9 0.1 -0.7 -0.543
N -2.631 -1.112 -1.961 -1.0 1.4 -0.6 -0.249
C 2.071 0.584 1.913 -0.3 -0.3 -0.3 -0.446
C 1.041 0.315 0.808 0.7 -0.3 0.1 -0.577
C -1.447 -0.529 -1.487 -0.5 1.2 0.8 0.625
H -3.386 -1.088 -1.268 0.1 -0.7 0.1 0.347
H 1.608 1.168 2.717 0.0 0.0 0.0 0.325
H 2.914 1.146 1.512 0.1 0.2 0.0 0.332
H 0.362 -0.468 1.137 -0.1 0.0 0.3 0.310
H -0.125 1.968 1.241 0.0 0.0 0.1 0.311
H 3.081 -0.592 3.091 0.1 -0.1 0.0 0.319
H 1.521 -0.074 -0.092 0.1 0.1 0.1 0.360
H 0.818 2.164 -0.095 0.0 0.0 0.0 0.308
H -2.978 -0.711 -2.856 0.5 -0.8 0.3 0.352
H -0.841 0.983 -0.357 1.2 0.9 1.0 0.464
```
Positions in Å, forces in eV/Å.

The largest force on an atom comes out at 1.8 eV/A. Its spin multiplicity is 2. Its energy relative to the best compared isomer or geometry (same formula, charge and spin) is 93.8 kJ/mol. As for the total charge: +1. For the gap between HOMO and LUMO (alpha / beta), the calculation gives 10.5 / 4.4 eV. Its lowest unoccupied orbital energy (alpha / beta) is -3.25 / -9.40 eV.

Entry 7:
An isolated molecule of C3H10N2OS at a distorted geometry, computed with ωB97M-V/def2-TZVPD.

```
17
Properties=species:S:1:pos:R:3:forces:R:3:mulliken_charge:R:1
S -0.773 -0.514 -0.680 4.1 -0.7 0.0 0.948
O -1.777 0.242 -1.345 -0.9 0.7 -0.3 -0.600
N -0.447 0.140 0.812 -1.1 0.2 -0.9 0.025
N -0.842 -2.015 -0.474 0.3 1.3 1.2 -0.709
C 1.008 -0.165 -1.931 -5.6 0.2 0.1 -1.051
C 0.575 -0.444 1.709 0.9 1.0 -2.2 -0.924
C -0.590 1.634 0.914 0.4 -0.6 0.4 -0.878
H 1.674 -0.267 1.360 -1.8 -0.3 0.2 0.265
H 0.215 -0.291 -2.702 1.2 0.1 -0.3 0.304
H -1.060 -2.627 -1.229 -0.2 0.0 -0.7 0.251
H 1.554 -1.023 -1.850 1.6 -2.1 0.5 0.375
H 0.353 -1.490 1.786 0.1 -0.4 0.5 0.338
H 1.509 0.753 -2.072 0.3 1.0 0.5 0.338
H -1.242 2.138 0.111 1.7 -1.0 0.9 0.292
H 0.452 0.151 2.581 0.0 -0.2 1.2 0.392
H -1.077 1.862 1.863 -0.4 -0.3 0.0 0.311
H 0.468 1.916 1.146 -0.8 0.9 -1.2 0.323
```
Positions in Å, forces in eV/Å.

The largest force on an atom comes out at 5.6 eV/A. Its energy relative to the best compared isomer or geometry (same formula, charge and spin) is 458.5 kJ/mol. The SMILES is CN(C)[S@@](C)(=N)=O. For the gap between HOMO and LUMO, the calculation gives 9.8 eV. Its lowest unoccupied orbital energy is 0.84 eV.

Entry 8:
An isolated molecule of C3H10N2OS at a distorted geometry, computed with ωB97M-V/def2-TZVPD.

```
17
Properties=species:S:1:pos:R:3:forces:R:3:mulliken_charge:R:1
S -0.244 -1.140 0.343 -2.7 0.6 2.9 0.915
O 0.941 -1.909 0.296 1.2 -0.5 -0.6 -0.610
N -1.534 -1.822 -0.207 3.3 0.0 0.3 -0.650
N -0.399 -0.576 2.323 1.1 0.2 -4.1 -0.682
C 0.012 0.439 -1.819 -1.4 2.5 -0.5 -1.512
C 1.394 1.118 0.144 -2.4 0.4 -0.2 -1.175
C -0.018 0.555 -0.285 2.6 -0.6 -1.6 0.145
H -0.929 0.116 -2.174 -1.3 -0.3 -0.4 0.468
H 1.345 2.164 -0.302 0.9 -1.4 0.5 0.388
H 1.224 1.176 1.199 1.0 0.4 0.9 0.386
H 0.672 -0.254 -2.220 1.7 -1.4 -0.2 0.444
H -0.508 -1.448 2.805 -0.6 -0.6 0.2 0.273
H 2.221 0.421 -0.109 -0.6 0.9 -0.1 0.320
H -2.291 -1.326 0.162 -1.9 1.0 0.5 0.249
H 0.216 1.409 -2.406 -0.2 -1.1 1.4 0.328
H -1.256 -0.073 2.166 -0.8 -0.1 0.8 0.256
H -0.846 1.148 0.082 -0.1 0.1 0.1 0.455
```
Positions in Å, forces in eV/Å.

The largest force on an atom comes out at 4.3 eV/A. Its energy relative to the best compared isomer or geometry (same formula, charge and spin) is 383.2 kJ/mol. The SMILES is CC(C)[S@](=N)(N)=O. For the gap between HOMO and LUMO, the calculation gives 10.0 eV. Its lowest unoccupied orbital energy is 0.51 eV.

energy relative to the best compared isomer or geometry (same formula, charge and spin) of number 6 (C3H10N2O3)? 93.8 kJ/mol